Formula: C17H20BrFN6O2
Source: the OMol25 dataset
Level of theory: ωB97M-V/def2-TZVPD

Geometry as ORCA input:
```
! wB97M-V def2-TZVPD RIJCOSX def2/J DEFGRID3
* xyz 0 1
Br 2.825 2.328 -2.377
F 2.274 -0.301 2.370
O 2.654 2.913 -5.263
O -1.408 0.486 -1.608
N 2.012 -2.103 -0.767
N -0.882 1.406 -4.043
N 2.852 -1.532 -1.627
N 2.416 -1.798 -2.833
N 0.322 1.550 -0.653
N 0.525 2.250 -5.747
C 1.308 2.095 -3.491
C 1.481 2.419 -4.847
C 1.009 -2.738 -1.414
C 0.065 1.605 -3.116
C 0.298 -0.261 1.039
C 1.791 -0.514 1.076
C 0.732 -4.509 -4.212
C 1.785 -4.966 -5.178
C 0.330 -5.125 -5.516
C -0.050 1.185 0.699
C 1.287 -2.541 -2.746
C 0.380 -2.080 -5.073
C -0.617 1.738 -5.292
C 2.198 -1.918 0.656
C -0.800 -2.414 -4.209
C -0.386 1.133 -1.725
C 0.545 -3.039 -3.935
H -0.127 -0.520 2.012
H -0.098 -6.119 -5.494
H 0.420 -2.461 -6.085
H 0.214 -3.250 -0.901
H 0.480 1.863 1.370
H 1.168 2.082 -0.798
H -0.103 -4.497 -6.284
H -1.577 -3.049 -4.616
H 3.251 -2.073 0.890
H -0.184 -0.916 0.310
H 2.312 0.194 0.426
H -1.117 1.355 0.842
H 2.585 3.027 -6.220
H 1.617 -2.677 1.180
H 0.848 -1.110 -4.971
H -1.404 1.570 -6.019
H 0.585 -5.119 -3.326
H 2.366 -5.846 -4.934
H 2.355 -4.201 -5.689
H -1.174 -1.661 -3.526
*
```

Its energy above the lowest of the compared OMol25 structures with the same formula, charge and spin is 11.6 kcal/mol. As for the structure (SMILES): O=C(NCC[C@@H](F)Cn1cc(C2(C3CC3)CC2)nn1)c1ncnc(O)c1Br. The LUMO energy is -0.002 Eh. The calculation puts the HOMO energy at -9.28 eV. For the molecular weight, the calculation gives 439.29 g mol⁻¹. As for the electronic energy: -103747.7316 eV. The largest force on an atom comes out at 0.63 eV/Å. For the frontier orbital gap, the calculation gives 9.222 eV.